# 1
Formula: C24H21N7STeTl
Source: the OMol25 dataset
Level of theory: ωB97M-V/def2-TZVPD

Output
E ... -2148.9114 a.u.
Frontier orbital gap ... 6.907 eV

```
! RIJCOSX wB97M-V def2-TZVPD def2/J DEFGRID3
* xyz 1 1
Tl -0.482 -0.147 0.008
C 2.540 1.099 0.342
N 2.107 -0.296 0.214
C 2.459 -1.098 1.392
C 1.578 -0.826 2.587
C 2.056 -0.903 3.882
C 1.163 -0.738 4.931
C -0.174 -0.499 4.655
C -0.567 -0.419 3.333
N 0.296 -0.577 2.325
C 2.641 -0.922 -0.995
C 1.800 -2.108 -1.378
C 2.367 -3.262 -1.880
C 1.544 -4.303 -2.278
C 0.174 -4.162 -2.154
C -0.322 -2.989 -1.622
N 0.473 -1.978 -1.240
C 2.070 1.969 -0.813
C 2.657 3.203 -1.043
C 2.179 3.986 -2.079
C 1.139 3.507 -2.863
C 0.615 2.263 -2.567
N 1.071 1.506 -1.562
H 3.631 1.166 0.417
H 2.136 1.489 1.281
H 3.511 -0.963 1.658
H 2.329 -2.149 1.122
H 3.107 -1.096 4.063
H 1.509 -0.795 5.955
H -0.902 -0.367 5.444
H -1.597 -0.223 3.059
H 3.687 -1.218 -0.869
H 2.598 -0.207 -1.810
H 3.445 -3.337 -1.960
H 1.970 -5.216 -2.675
H -0.508 -4.947 -2.450
H -1.382 -2.845 -1.483
H 3.474 3.545 -0.416
H 2.615 4.957 -2.277
H 0.742 4.085 -3.688
H -0.205 1.855 -3.147
Te -1.257 2.350 0.930
C -3.159 2.361 0.140
C -3.606 3.117 -0.909
C -4.996 2.926 -1.158
C -5.557 2.024 -0.301
S -4.414 1.404 0.796
H -2.967 3.780 -1.478
H -5.550 3.431 -1.938
H -6.583 1.680 -0.274
N -6.552 -1.472 0.370
C -5.482 -1.822 0.109
N -4.273 -2.249 -0.245
C -3.135 -1.909 0.113
N -2.015 -1.658 0.427
*
```

=====

# 2
Formula: C38H38F5N2O5SSeSn
Source: the OMol25 dataset
Level of theory: ωB97M-V/def2-TZVPD

Output
E ... -5469.6296 a.u.
Frontier orbital gap ... 7.046 eV

```
! RIJCOSX wB97M-V def2-TZVPD def2/J DEFGRID3
* xyz 1 1
Sn -0.517 -0.966 0.158
C -4.139 -2.637 0.138
C -3.063 -2.476 1.188
C -2.087 -3.481 1.339
C -2.137 -4.746 0.516
C -1.060 -3.323 2.277
C -0.020 -4.399 2.465
C -0.973 -2.142 3.026
C 0.188 -1.942 3.970
C -1.971 -1.161 2.917
C -1.867 0.084 3.766
C -3.043 -1.347 2.030
C -4.174 -0.343 2.015
H -3.722 -2.999 -0.802
H -4.647 -1.706 -0.089
H -4.895 -3.361 0.451
H -2.951 -4.752 -0.199
H -2.276 -5.615 1.163
H -1.207 -4.905 -0.033
H 0.890 -4.181 1.896
H -0.376 -5.371 2.140
H 0.269 -4.490 3.511
H 0.385 -0.890 4.160
H 1.103 -2.385 3.580
H -0.010 -2.412 4.938
H -1.793 -0.166 4.826
H -2.715 0.748 3.640
H -0.973 0.659 3.512
H -3.900 0.586 1.508
H -4.466 -0.086 3.032
H -5.061 -0.735 1.527
C 5.888 1.364 0.254
C 5.269 -0.013 0.066
N 4.347 -0.044 -1.078
C 4.984 -0.124 -2.406
C 4.991 -1.549 -2.934
C 3.027 -0.009 -1.018
S 2.261 -0.031 0.629
N 2.327 0.085 -2.116
C 1.117 -0.392 -2.363
O 0.583 -1.340 -1.694
C 0.398 0.171 -3.521
C 1.040 1.020 -4.421
C 0.336 1.566 -5.480
C -1.013 1.278 -5.639
C -1.658 0.430 -4.748
C -0.951 -0.130 -3.699
H 6.549 1.353 1.121
H 5.118 2.118 0.415
H 6.479 1.662 -0.611
H 4.744 -0.333 0.961
H 6.041 -0.756 -0.140
H 5.997 0.256 -2.291
H 4.443 0.540 -3.078
H 5.542 -2.213 -2.267
H 5.472 -1.577 -3.911
H 3.975 -1.926 -3.045
H 2.087 1.249 -4.281
H 0.837 2.221 -6.180
H -1.562 1.712 -6.464
H -2.708 0.205 -4.873
H -1.442 -0.808 -3.015
F 5.975 3.895 4.856
C 5.059 3.468 4.003
C 4.554 2.183 4.114
F 4.988 1.378 5.077
C 3.586 1.746 3.227
F 3.098 0.511 3.400
C 3.120 2.556 2.204
Se 1.765 2.098 0.916
C 3.635 3.844 2.122
F 3.203 4.665 1.163
C 4.593 4.308 3.004
F 5.069 5.541 2.897
O -0.659 3.152 -0.746
C -1.257 2.102 -0.767
O -0.635 0.958 -0.499
C -2.720 2.022 -1.064
C -3.426 3.217 -1.110
C -4.797 3.252 -1.370
C -5.413 2.046 -1.591
O -6.723 1.807 -1.867
C -6.852 0.396 -2.044
O -5.567 -0.191 -1.810
C -4.715 0.849 -1.556
C -3.373 0.800 -1.293
H -2.881 4.134 -0.937
H -5.348 4.180 -1.401
H -7.167 0.185 -3.067
H -7.566 0.005 -1.318
H -2.857 -0.151 -1.284
*
```

=====

# 3
Formula: CCl2FNO2
Source: the OMol25 dataset
Level of theory: ωB97M-V/def2-TZVPD

Output
<S²> ... 2.01
E ... -1263.3042 a.u.
Frontier orbital gap (spin up / spin down) ... 9.655 / 6.523 eV

```
! RIJCOSX wB97M-V def2-TZVPD def2/J DEFGRID3
* xyz 0 3
C -0.272 -0.472 -0.017
N -0.149 0.380 1.192
O -0.036 1.538 0.970
O -0.097 -0.187 2.256
F 1.340 0.702 -3.202
Cl -0.526 0.195 -1.452
Cl -0.260 -2.156 0.252
*
```

=====

# 4
Formula: C9H11BNO4
Source: the OMol25 dataset
Level of theory: ωB97M-V/def2-TZVPD

Output
E ... -730.3103 a.u.
Frontier orbital gap ... 7.059 eV

```
! RIJCOSX wB97M-V def2-TZVPD def2/J DEFGRID3
* xyz -1 1
B 2.000 -1.562 -0.001
C -3.054 -0.845 0.414
C -2.231 -1.961 0.423
C -2.556 0.403 0.290
C -0.853 -1.708 0.424
C -1.211 0.637 0.239
C -0.303 -0.437 0.433
C 3.262 0.371 0.534
C 1.634 2.089 -0.538
C 1.807 0.997 0.569
N 1.072 -0.313 0.429
O 4.208 1.079 0.769
O 3.426 -0.875 0.231
O 1.825 -2.674 0.793
O 1.723 -1.868 -1.443
H -4.152 -1.075 0.242
H -2.641 -2.968 0.624
H -3.168 1.350 0.159
H -0.093 -2.430 0.610
H -0.738 1.652 0.111
H 1.388 1.669 -1.441
H 0.924 2.869 -0.322
H 2.543 2.490 -0.765
H 1.695 1.343 1.653
H 2.381 -3.440 0.364
H 2.069 -2.756 -1.478
*
```

=====

# 5
Formula: C34H83Br4O20P5
Source: the OMol25 dataset
Level of theory: ωB97M-V/def2-TZVPD

Output
E ... -14853.3890 a.u.
SMILES string ... CCOP(=O)(OCC)OCC.CCOP(=O)(OCC)OCC.CCOP(=O)(OCC)OCC.CCOP(=O)(OCC)OCC.CCOP(=O)(OCC)OCC.BrCCBr.BrCCBr
Frontier orbital gap ... 10.391 eV

```
! RIJCOSX wB97M-V def2-TZVPD def2/J DEFGRID3
* xyz 0 1
C -2.697 -3.268 2.190
C -3.308 -3.354 3.600
O -4.761 -3.573 3.619
P -5.772 -2.341 3.701
O -7.176 -2.750 3.621
O -5.406 -1.528 4.997
C -5.514 -2.216 6.303
C -5.909 -1.330 7.390
O -5.300 -1.376 2.524
C -6.161 -0.489 1.782
C -5.546 -0.044 0.441
H -2.827 -4.181 1.644
H -3.227 -2.454 1.691
H -1.651 -3.018 2.233
H -2.984 -4.134 4.208
H -3.227 -2.422 4.140
H -6.114 -3.097 6.139
H -4.574 -2.589 6.660
H -6.031 -1.814 8.351
H -5.166 -0.549 7.472
H -6.844 -0.863 7.167
H -7.181 -0.918 1.722
H -6.298 0.361 2.438
H -6.195 0.576 -0.228
H -4.667 0.524 0.623
H -5.286 -0.886 -0.214
C -1.620 -1.313 -3.433
C -1.930 -1.515 -4.865
O -2.541 -0.317 -5.420
P -1.892 0.429 -6.685
O -0.612 -0.201 -7.040
O -2.960 0.428 -7.858
C -4.285 1.020 -7.726
C -4.476 2.246 -8.523
O -2.021 2.003 -6.308
C -1.555 2.454 -4.991
C -1.641 3.976 -4.921
H -0.852 -0.514 -3.230
H -2.528 -0.944 -2.883
H -1.321 -2.281 -2.969
H -1.046 -1.728 -5.469
H -2.651 -2.351 -5.045
H -4.883 0.196 -8.113
H -4.520 1.199 -6.681
H -5.555 2.427 -8.637
H -4.021 3.050 -7.981
H -3.962 2.232 -9.509
H -2.238 1.971 -4.313
H -0.559 2.146 -4.779
H -0.924 4.355 -4.211
H -1.351 4.436 -5.872
H -2.650 4.319 -4.740
C 4.272 3.170 7.227
C 3.895 2.041 6.240
O 2.636 1.560 6.631
P 1.657 0.586 5.754
O 2.216 -0.687 5.290
O 0.410 0.396 6.739
C -0.102 -0.944 7.112
C -0.820 -0.755 8.406
O 1.306 1.637 4.673
C 0.587 1.316 3.466
C -0.873 1.537 3.506
H 4.284 2.742 8.193
H 5.245 3.540 7.008
H 3.489 3.964 7.239
H 3.891 2.254 5.234
H 4.569 1.216 6.442
H -0.579 -1.387 6.205
H 0.758 -1.524 7.269
H -1.164 -1.735 8.825
H -0.089 -0.284 9.134
H -1.646 -0.128 8.320
H 1.049 1.835 2.649
H 0.746 0.232 3.408
H -1.284 1.168 4.438
H -1.186 2.555 3.340
H -1.512 0.905 2.835
C 1.627 -4.743 3.910
C 1.742 -3.297 3.370
O 1.917 -3.361 1.976
P 1.785 -2.156 0.971
O 0.412 -1.644 0.838
O 2.826 -1.041 1.485
C 4.232 -1.434 1.621
C 4.900 -0.552 2.657
O 2.494 -2.716 -0.277
C 1.774 -3.087 -1.468
C 1.069 -4.440 -1.189
H 2.550 -5.254 3.981
H 1.275 -4.627 4.963
H 0.908 -5.309 3.339
H 0.852 -2.786 3.741
H 2.475 -2.677 3.840
H 4.298 -2.505 1.855
H 4.640 -1.381 0.633
H 4.257 -0.575 3.581
H 5.911 -0.782 2.923
H 4.858 0.484 2.327
H 1.004 -2.340 -1.648
H 2.543 -3.124 -2.250
H 0.638 -4.767 -2.127
H 1.682 -5.263 -0.864
H 0.280 -4.284 -0.429
C 5.921 -0.173 -2.398
C 5.217 0.863 -3.184
O 3.809 0.582 -3.114
P 2.814 0.454 -4.373
O 1.448 0.369 -3.872
O 3.347 1.683 -5.218
C 2.505 2.571 -6.066
C 2.365 2.059 -7.470
O 3.274 -0.843 -5.131
C 2.253 -1.431 -6.036
C 2.086 -2.896 -5.745
H 5.723 -1.157 -2.886
H 6.912 0.039 -2.470
H 5.565 -0.189 -1.325
H 5.363 1.857 -2.875
H 5.570 0.854 -4.254
H 1.549 2.637 -5.465
H 3.058 3.485 -5.978
H 1.734 1.101 -7.460
H 1.875 2.757 -8.148
H 3.329 1.940 -7.889
H 1.281 -0.832 -5.978
H 2.518 -1.353 -7.076
H 1.725 -3.111 -4.720
H 1.320 -3.218 -6.437
H 2.989 -3.391 -6.000
Br 2.098 2.027 -0.391
C 0.323 1.596 -1.094
C -0.553 2.548 -0.388
Br -2.384 2.408 -1.182
H 0.116 0.568 -0.930
H 0.417 1.710 -2.186
H -0.295 3.572 -0.628
H -0.715 2.322 0.634
Br 3.613 5.783 1.675
C 1.806 5.981 0.993
C 1.908 5.710 -0.432
Br 0.131 6.106 -1.196
H 1.598 7.068 1.123
H 1.217 5.309 1.603
H 2.257 4.693 -0.534
H 2.628 6.407 -0.851
*
```

=====

# 6
Formula: C24H16F13NO3OsSSe
Source: the OMol25 dataset
Level of theory: ωB97M-V/def2-TZVPD

Output
E ... -5393.0910 a.u.
Frontier orbital gap ... 7.622 eV

```
! RIJCOSX wB97M-V def2-TZVPD def2/J DEFGRID3
* xyz 0 1
Os 1.214 1.416 -0.797
N 2.768 2.291 3.017
C 1.995 2.062 1.960
O 2.436 2.260 0.809
C 0.599 1.565 2.087
C -0.048 1.951 0.765
H 3.715 2.604 2.874
H 2.434 2.126 3.948
H 0.099 1.980 2.966
H 0.647 0.478 2.195
H -0.235 3.023 0.740
H -1.000 1.458 0.599
C -2.444 -6.221 3.177
C -2.164 -4.953 2.420
C -0.914 -4.725 1.847
C -0.643 -3.548 1.168
C -1.637 -2.589 1.058
C -2.884 -2.784 1.630
C -3.143 -3.970 2.299
S -1.299 -1.070 0.190
C -1.597 -1.677 -1.469
O 0.191 -0.867 0.316
H -1.724 -6.998 2.925
H -3.443 -6.598 2.958
H -2.386 -6.051 4.254
H -0.143 -5.481 1.936
H 0.333 -3.359 0.736
H -3.647 -2.018 1.555
H -4.118 -4.131 2.742
H -0.918 -2.508 -1.654
H -1.396 -0.849 -2.147
H -2.634 -1.997 -1.552
F 2.134 4.125 -1.369
C 2.387 2.842 -1.691
F 2.312 2.741 -3.039
F 3.710 2.642 -1.411
F 4.019 -4.483 -1.766
C 3.290 -3.370 -1.874
C 2.330 -3.252 -2.867
F 2.132 -4.263 -3.712
C 1.575 -2.099 -2.976
F 0.640 -2.022 -3.927
C 1.746 -1.026 -2.096
O 0.988 0.065 -2.224
C 2.731 -1.173 -1.125
F 2.961 -0.131 -0.274
C 3.492 -2.318 -1.003
F 4.420 -2.407 -0.049
F -2.299 7.821 -0.380
C -1.942 6.594 -0.755
C -2.596 5.492 -0.236
F -3.594 5.662 0.636
C -2.217 4.222 -0.636
F -2.930 3.204 -0.138
C -1.176 4.002 -1.530
Se -0.674 2.258 -2.154
C -0.573 5.135 -2.069
F 0.372 5.027 -2.997
C -0.933 6.415 -1.683
F -0.322 7.479 -2.206
*
```

=====

# 7
Formula: C23H42AuCl3N2O3Si3
Source: the OMol25 dataset
Level of theory: ωB97M-V/def2-TZVPD

Output
<S²> ... 2.01
E ... -3621.6212 a.u.
Frontier orbital gap (spin up / spin down) ... 8.069 / 7.689 eV

```
! RIJCOSX wB97M-V def2-TZVPD def2/J DEFGRID3
* xyz 0 3
Au -0.317 0.423 0.200
Cl -1.851 1.044 -4.698
C -0.524 1.923 -3.923
Cl -0.851 3.664 -4.038
Cl 0.995 1.545 -4.774
C -0.323 1.514 -2.414
O 0.398 2.254 -1.737
O -0.907 0.436 -2.054
C 0.870 -1.961 2.646
N 2.236 -1.457 2.643
C 3.175 -2.180 3.498
C 4.599 -1.820 3.146
C 4.725 -0.315 3.197
N 3.761 0.285 2.286
C 4.084 1.600 1.749
C 2.515 -0.235 2.096
O 1.681 0.406 1.427
H 0.897 -3.047 2.610
H 0.322 -1.610 1.779
H 0.327 -1.653 3.547
H 2.998 -3.245 3.358
H 2.982 -1.953 4.553
H 4.826 -2.169 2.136
H 5.293 -2.292 3.841
H 5.719 0.008 2.897
H 4.560 0.040 4.220
H 5.030 1.551 1.208
H 4.177 2.336 2.552
H 3.302 1.915 1.070
C 1.364 -3.988 -3.184
Si 1.447 -2.907 -1.665
C 2.523 -3.781 -0.404
C 2.225 -1.266 -2.065
C -0.278 -2.607 -1.067
Si -1.615 -3.651 -0.330
C -2.968 -2.526 0.271
C -2.283 -4.790 -1.649
C -1.013 -4.712 1.094
H 2.354 -4.086 -3.645
H 0.678 -3.568 -3.928
H 1.008 -4.993 -2.921
H 3.426 -4.176 -0.885
H 1.998 -4.625 0.061
H 2.837 -3.088 0.385
H 3.227 -1.381 -2.495
H 2.312 -0.641 -1.163
H 1.608 -0.717 -2.787
H -0.677 -1.656 -1.449
H -3.228 -1.791 -0.504
H -2.654 -1.965 1.160
H -3.877 -3.085 0.529
H -2.563 -4.228 -2.548
H -3.171 -5.320 -1.284
H -1.533 -5.537 -1.940
H -0.998 -4.143 2.032
H -0.001 -5.092 0.908
H -1.672 -5.576 1.237
C -2.476 3.093 0.195
Si -1.844 1.803 1.363
C -0.849 2.581 2.742
C -3.253 0.896 2.184
C -3.000 -0.078 3.157
C -4.033 -0.659 3.877
C -5.348 -0.276 3.634
C -5.623 0.677 2.663
C -4.583 1.256 1.941
H -3.100 3.816 0.731
H -3.064 2.648 -0.615
H -1.629 3.620 -0.260
H -1.444 3.378 3.206
H 0.094 3.005 2.374
H -0.613 1.833 3.507
H -1.975 -0.386 3.353
H -3.817 -1.408 4.631
H -6.157 -0.719 4.203
H -6.647 0.975 2.467
H -4.812 1.999 1.181
*
```